(1)
55
Properties=species:S:1:pos:R:3:nbo_charge:R:1 method="wB97M-V/def2-TZVPD" homo_lumo_gap_ev=9.10 lumo_ev=0.6 smiles="COc1ccccc1CN1CCNC(=O)[C@H]1CC(=O)NCc1cn(C)nc1C"
H 1.733 -2.873 -5.307 0.199
C -1.657 1.354 3.242 -0.239
C -2.246 1.345 -1.340 0.697
C 2.949 -0.465 3.974 -0.406
H -0.143 2.833 0.868 0.229
C -1.075 -0.384 -3.129 -0.230
C 1.873 -1.513 -2.350 0.375
C 0.985 -1.452 -1.263 -0.124
H -0.453 -2.783 -2.125 0.220
O -2.427 2.281 -0.572 -0.669
C 1.414 -0.860 -0.084 -0.193
O 1.414 -2.146 -3.475 -0.527
C -0.175 1.159 3.252 -0.151
N -2.223 0.946 1.968 -0.635
H 0.759 -0.861 0.776 0.222
H 4.508 0.113 -1.000 0.211
H 2.944 -1.425 3.451 0.205
H 3.860 0.074 3.720 0.230
N -1.392 -0.967 -1.846 -0.440
H -2.336 1.646 1.240 0.436
H 2.920 -0.647 5.049 0.207
H 0.204 -0.619 4.540 0.223
H -3.157 -0.286 -3.665 0.196
H 3.184 -2.877 -4.276 0.180
C 0.798 1.882 2.529 0.149
H -0.209 0.301 -3.089 0.174
C -2.285 -0.350 1.616 0.680
H -2.970 2.307 -2.945 0.410
N 1.832 0.338 3.574 -0.168
C 2.292 -2.310 -4.560 -0.251
H -2.838 -1.621 -0.016 0.244
C -0.427 -1.970 -1.396 -0.242
C 0.590 3.057 1.642 -0.651
H -1.918 2.401 3.406 0.210
H 2.965 0.208 0.933 0.239
C -2.299 0.393 -3.599 -0.218
N -2.557 1.438 -2.638 -0.598
C 2.671 -0.286 0.020 -0.247
C 0.536 0.170 3.898 -0.024
H -0.847 -1.191 -3.825 0.225
H 0.219 3.904 2.219 0.217
H -2.103 0.735 4.025 0.222
H -2.123 0.842 -4.579 0.205
H 2.593 -1.347 -4.986 0.175
H 1.532 3.331 1.177 0.232
H -3.698 -0.078 0.026 0.230
N 2.000 1.370 2.745 -0.297
H -0.768 -2.346 -0.430 0.219
H 3.834 -0.997 -3.062 0.216
H -0.774 0.306 -0.275 0.222
C -1.689 0.027 -0.827 -0.146
O -2.024 -1.275 2.361 -0.642
C -2.726 -0.554 0.171 -0.495
C 3.140 -0.957 -2.238 -0.330
C 3.526 -0.331 -1.063 -0.177


(2)
55
Properties=species:S:1:pos:R:3:nbo_charge:R:1 method="wB97M-V/def2-TZVPD" homo_lumo_gap_ev=8.91 lumo_ev=0.5 smiles="CCNC(=O)N1CCC(n2nccc2NC(=O)CCOc2ccccc2)CC1"
C 3.516 2.265 -2.380 -0.219
C 2.976 -2.587 2.313 -0.188
H -0.660 -1.138 -0.368 0.199
H 5.095 2.631 -0.961 0.215
H -0.329 2.380 -2.519 0.206
H 0.781 -1.614 -2.316 0.255
C -5.407 -1.107 -0.225 -0.045
N 0.359 0.402 -2.358 -0.476
C -2.730 0.426 2.846 0.686
N -2.539 0.046 1.551 -0.639
C 1.872 -1.856 2.723 -0.319
C -0.328 -0.189 3.451 -0.066
C 4.034 2.397 -0.950 -0.618
C 3.005 -1.426 0.221 -0.183
H 3.510 3.192 -0.423 0.196
H 4.034 1.453 -2.894 0.234
C 3.542 -2.383 1.068 -0.240
N 2.103 1.948 -2.429 -0.637
C -2.290 -0.263 -1.516 -0.052
C 1.704 0.642 -2.529 0.800
H -1.586 0.023 1.210 0.429
C 1.334 -0.901 1.872 0.375
H -2.721 -0.416 -2.513 0.235
C -0.709 1.359 -2.534 -0.205
C -1.441 0.853 3.541 -0.515
H 3.421 -1.258 -0.761 0.244
H 0.447 0.035 4.196 0.190
O 0.231 -0.130 2.151 -0.551
C -1.760 1.172 -1.436 -0.405
C 1.915 -0.684 0.625 -0.298
C -4.847 -0.770 1.012 -0.353
H -1.088 1.786 3.094 0.233
H -0.730 -1.191 3.650 0.185
H 1.504 2.604 -1.954 0.382
H -1.493 -2.271 -1.438 0.229
N -3.402 -0.518 -0.634 -0.182
C -0.094 -0.974 -2.437 -0.222
C -3.551 -0.397 0.712 0.305
H -1.302 1.363 -0.464 0.198
H 3.389 -3.329 2.981 0.214
H 4.396 -2.965 0.758 0.216
H 3.676 3.198 -2.929 0.188
H 1.444 -2.044 3.695 0.218
H -2.577 1.881 -1.579 0.226
O -3.803 0.449 3.401 -0.590
H -1.682 1.039 4.587 0.246
H -6.399 -1.452 -0.435 0.208
O 2.491 -0.260 -2.746 -0.676
C -1.129 -1.248 -1.346 -0.409
H 3.889 1.463 -0.411 0.216
H 1.494 0.071 -0.019 0.219
H -0.538 -1.169 -3.422 0.183
H -1.184 1.197 -3.513 0.189
H -5.304 -0.782 1.977 0.252
N -4.536 -0.955 -1.199 -0.282


(2) is preferred energetically. Next in line: 9.9 kcal/mol higher.


(1)
8
Properties=species:S:1:pos:R:3:nbo_charge:R:1 method="wB97M-V/def2-TZVPD" homo_lumo_gap_ev="7.57 / 7.60" lumo_ev="-0.8 / -0.9"
C 0.228 0.512 -0.059 0.443
O 2.124 0.622 -2.036 -0.158
I -2.722 -0.122 0.158 0.132
F -0.366 -0.239 2.013 -0.330
F -0.529 -1.696 0.553 -0.315
O 0.343 1.637 0.191 -0.469
N 1.661 -0.287 -1.534 0.245
C -0.738 -0.426 0.715 0.452


(2)
8
Properties=species:S:1:pos:R:3:nbo_charge:R:1 method="wB97M-V/def2-TZVPD" homo_lumo_gap_ev="7.12 / 7.13" lumo_ev="-0.9 / -0.9"
O 1.126 -0.337 1.567 -0.459
O 1.170 2.646 -0.154 -0.165
F -0.277 -1.170 -1.498 -0.324
I -2.215 0.410 0.195 0.090
C -0.498 -0.940 -0.163 0.509
F -0.749 -2.150 0.315 -0.311
N 0.799 1.757 -0.768 0.230
C 0.644 -0.217 0.506 0.430


(1) is preferred energetically. Next in line: 5.3 kcal/mol higher.


(1)
13
Properties=species:S:1:pos:R:3:lowdin_spin:R:1 method="wB97M-V/def2-TZVPD" charge=+1 homo_lumo_gap_ev="9.68 / 4.44" spin_multiplicity=2 lumo_ev="-4.7 / -10.0"
C -1.349 0.119 0.142 0.070
O 2.406 -1.388 2.187 0.001
O -0.697 0.720 1.252 0.262
N -0.902 0.729 -1.092 0.436
H 0.190 1.182 1.077 -0.002
O 0.442 -1.056 -1.929 0.149
H -1.078 -1.014 0.223 0.020
H -0.135 0.291 -3.190 0.000
H -2.550 0.404 0.500 0.077
H 1.888 -0.789 1.714 0.000
C -0.260 -0.081 -2.163 -0.018
H 3.330 -0.833 2.363 0.000
H -1.284 1.717 -1.083 0.003


(2)
13
Properties=species:S:1:pos:R:3:lowdin_spin:R:1 method="wB97M-V/def2-TZVPD" charge=+1 homo_lumo_gap_ev="4.64 / 4.47" spin_multiplicity=2 lumo_ev="-10.5 / -10.6"
H 2.644 -0.147 -0.606 0.000
O -2.175 0.727 -0.892 0.032
C 0.948 0.975 -0.400 0.003
H 0.489 0.946 -1.439 0.001
C -2.318 0.382 0.280 0.099
H 1.348 1.971 -0.263 0.002
O 0.356 -2.176 0.328 0.004
H -2.753 -0.609 0.499 0.054
H 0.738 -2.330 1.209 0.000
H 0.071 0.854 0.262 0.001
O -1.920 0.956 1.374 0.813
N 1.653 -0.234 -0.313 -0.008
H 0.918 -1.314 -0.036 0.000


(1) is preferred energetically. Next in line: 85.8 kcal/mol higher.


(1)
19
Properties=species:S:1:pos:R:3:lowdin_spin:R:1 method="wB97M-V/def2-TZVPD" charge=-1 homo_lumo_gap_ev="6.00 / 4.98" spin_multiplicity=2 lumo_ev="3.7 / 2.7"
H 1.217 2.796 -0.176 0.012
H -0.452 -0.728 1.260 0.000
H -1.020 -1.116 -1.442 0.022
H 1.214 -1.295 1.514 0.002
H -2.249 -1.546 0.975 0.001
C 0.920 1.871 0.419 0.398
H 1.148 2.002 1.536 0.032
C -0.535 -0.120 -1.182 0.028
N 1.645 0.689 -0.122 0.150
C 0.758 -0.458 -0.452 0.021
H -0.461 1.383 0.105 0.029
H -0.314 0.473 -2.125 0.002
C 0.378 -1.256 0.825 0.003
H 2.280 0.851 -0.912 0.002
S -0.154 -2.908 0.343 0.009
H 1.349 -1.209 -1.090 -0.001
N -1.389 0.656 -0.290 0.282
H -2.302 -1.221 1.661 0.002
H -2.031 1.136 -0.846 0.007


(2)
19
Properties=species:S:1:pos:R:3:lowdin_spin:R:1 method="wB97M-V/def2-TZVPD" charge=-1 homo_lumo_gap_ev="2.48 / 8.43" spin_multiplicity=2 lumo_ev="3.4 / 3.4"
H 1.664 1.702 1.799 0.001
H 1.760 1.904 -0.583 0.004
H 1.063 -0.452 -0.869 0.033
H -1.049 0.418 -1.912 0.007
H -2.794 -0.907 -0.514 0.012
C -1.748 -1.197 -0.512 0.105
S -1.385 -2.708 -1.505 0.423
H -0.201 -2.883 -0.712 0.139
H -0.380 0.144 1.496 0.005
C 0.630 0.026 1.142 0.079
H 0.671 -1.082 1.290 0.054
N 1.744 0.649 1.860 0.009
N 0.849 1.653 -0.830 0.007
H -1.557 -1.471 0.508 0.023
C 0.482 0.349 -0.398 0.048
H 0.115 2.250 -0.392 0.001
H 2.628 0.514 1.340 0.013
C -1.007 0.120 -0.843 0.034
H -1.484 0.971 -0.366 0.003


(2) is preferred energetically. Next in line: 37.6 kcal/mol higher.